one | The following is a quantum chemistry calculation of the molecule C2H5N3S, from OMol25.

Calculated values
HOMO = -8.788 eV
Structure (SMILES) = [H]/N=C/NNC=S
Frontier orbital gap = 9.4 eV

CARTESIAN COORDINATES (ANGSTROEM)
C  -1.239  -0.369  -0.248
C  1.817  0.316  -0.095
H  -2.578  -1.694  -0.538
H  -1.100  -0.126  -1.259
H  -0.340  -0.014  1.517
H  0.652  1.977  -0.055
H  2.639  0.953  -0.407
N  -2.085  -1.180  0.227
N  -0.493  0.428  0.608
N  0.652  0.979  0.077
S  2.075  -1.271  0.173

Atomic partial charges in e from the Löwdin method, atoms 1 to 5: atom 1 (C): -0.33, atom 2 (C): -0.72, atom 3 (H): 0.06, atom 4 (H): 0.11, atom 5 (H): 0.14

=====

two | The following is a quantum chemistry calculation of the molecule C2H5N3S, from OMol25.

Calculated values
HOMO = -8.154 eV
Structure (SMILES) = NN1CSC=N1
Frontier orbital gap = 8.9 eV

CARTESIAN COORDINATES (ANGSTROEM)
C  -0.740  1.179  1.394
C  -0.623  -0.040  -0.876
N  0.317  0.520  1.292
N  0.501  0.007  0.020
N  1.457  -0.998  -0.066
S  -1.765  1.292  -0.075
H  -0.905  1.764  2.262
H  -0.321  0.105  -1.984
H  -1.061  -1.137  -0.971
H  2.140  -0.716  -0.749
H  1.002  -1.976  -0.247

Atomic partial charges in e from the Löwdin method, atoms 1 to 5: atom 1 (C): -0.50, atom 2 (C): -0.41, atom 3 (N): 0.00, atom 4 (N): -0.38, atom 5 (N): 0.03

=====

Most stable: one. Least stable: two.

=====

one | The following is a quantum chemistry calculation of a cluster of 2 separate species, C11H18 in total, from OMol25.

Calculated values
HOMO = -8.995 eV
Structure (SMILES) = Cc1ccccc1.CC(C)C
Frontier orbital gap = 9.9 eV

CARTESIAN COORDINATES (ANGSTROEM)
C  -2.579  -0.432  0.082
C  -3.336  0.216  -1.040
C  -2.897  0.121  1.487
C  -2.703  -1.960  0.067
H  -1.566  -0.011  0.009
H  -4.326  -0.224  -1.081
H  -2.757  -0.010  -1.965
H  -3.985  -0.130  1.585
H  -2.523  -0.515  2.251
H  -2.485  1.091  1.696
H  -3.144  -2.458  -0.816
H  -1.919  -2.733  0.250
H  -3.340  -2.299  0.890
H  -3.536  1.265  -1.031
C  0.455  2.253  -0.034
C  3.415  0.105  -0.962
C  3.110  -1.073  -0.270
C  2.524  1.074  -0.846
C  1.356  1.025  -0.119
C  2.072  -1.228  0.637
C  1.214  -0.087  0.732
H  4.311  0.217  -1.608
H  3.746  -2.030  -0.398
H  2.640  2.288  -1.093
H  1.892  -2.120  1.186
H  -0.576  1.919  0.148
H  0.552  2.797  -1.002
H  0.583  0.001  1.625
H  0.641  2.866  0.940

Atomic partial charges in e from the Löwdin method, atoms 1 to 5: atom 1 (C): -0.49, atom 2 (C): -0.10, atom 3 (C): -0.09, atom 4 (C): -0.09, atom 5 (H): 0.08

=====

two | The following is a quantum chemistry calculation of a cluster of 2 separate species, C11H18 in total, from OMol25.

Calculated values
HOMO = -8.956 eV
Structure (SMILES) = Cc1ccccc1.CC(C)C
Frontier orbital gap = 9.9 eV

CARTESIAN COORDINATES (ANGSTROEM)
C  -0.584  2.516  -0.576
C  0.301  1.488  0.106
C  -0.474  3.872  0.123
C  -0.374  2.670  -2.076
H  -1.616  2.155  -0.502
H  0.379  0.597  -0.532
H  -1.099  3.950  1.015
H  0.532  4.126  0.440
H  -0.886  4.670  -0.501
H  -0.766  1.842  -2.684
H  -1.072  3.449  -2.408
H  0.610  2.901  -2.490
H  0.030  1.145  1.090
H  1.357  1.775  0.004
C  -0.524  -1.722  -1.873
C  1.256  -1.771  -0.123
C  -0.125  -1.769  -0.446
C  1.644  -1.745  1.198
C  -0.932  -2.159  0.608
C  0.721  -1.623  2.246
C  -0.607  -1.782  1.926
H  1.968  -1.668  -0.927
H  2.692  -1.688  1.393
H  0.259  -1.982  -2.597
H  -0.849  -0.758  -2.279
H  -1.930  -2.462  0.349
H  1.081  -1.409  3.237
H  -1.462  -1.633  2.570
H  -1.302  -2.456  -2.117

Atomic partial charges in e from the Löwdin method, atoms 1 to 5: atom 1 (C): -0.48, atom 2 (C): -0.08, atom 3 (C): -0.09, atom 4 (C): -0.10, atom 5 (H): 0.13

=====

Most stable: two. Least stable: one.